Formula: C91H73CrF14O7
Source: the Open Molecules 2025 dataset
Level of theory: ωB97M-V with the def2-TZVPD basis set

```
186
Properties=species:S:1:pos:R:3:lowdin_spin:R:1
Cr -12.31 15.74 -22.92 3.7610
C -11.92 14.52 -27.08 0.0032
C -12.23 14.91 -25.66 -0.0005
C -13.72 14.65 -25.13 -0.0022
O -13.80 14.73 -23.88 0.0030
C -14.78 14.14 -26.07 0.0069
C -14.39 13.91 -27.36 0.0022
C -12.95 14.03 -27.86 0.0011
O -12.64 13.81 -29.08 0.0074
O -15.35 13.42 -28.09 0.0188
O -11.44 15.36 -24.84 0.0153
H -10.94 14.68 -27.50 0.0002
H -15.76 13.95 -25.67 0.0004
O -12.76 16.19 -19.03 0.0043
C -12.64 16.06 -20.32 0.0113
O -12.25 17.00 -21.09 0.0274
O -13.04 15.10 -20.99 0.0070
H -12.46 17.09 -18.87 0.0002
F -12.52 21.19 -20.38 0.0000
C -12.74 22.02 -21.39 0.0000
C -11.68 22.34 -22.23 0.0000
C -11.97 23.05 -23.43 0.0000
C -13.26 23.47 -23.71 0.0000
C -14.33 23.18 -22.84 0.0000
C -14.04 22.41 -21.72 0.0000
H -10.70 21.98 -22.00 0.0000
H -11.20 23.35 -24.14 0.0000
H -13.36 24.00 -24.64 0.0000
H -15.34 23.51 -22.99 0.0000
H -14.81 22.24 -20.97 0.0000
F -10.42 25.42 -17.96 0.0000
C -10.80 24.40 -17.14 0.0000
C -11.53 23.37 -17.70 0.0000
C -12.01 22.35 -16.88 0.0000
C -11.75 22.34 -15.48 0.0000
C -10.88 23.29 -14.97 0.0000
C -10.34 24.22 -15.83 0.0000
H -11.67 23.22 -18.76 0.0000
H -12.55 21.55 -17.35 0.0000
H -12.24 21.64 -14.83 0.0000
H -10.61 23.23 -13.92 0.0000
H -9.67 24.95 -15.41 0.0000
F -13.06 17.40 -24.00 0.0468
C -13.66 18.38 -24.69 0.0083
C -14.25 19.42 -23.99 0.0014
C -14.99 20.34 -24.68 0.0003
C -15.15 20.23 -26.04 0.0004
C -14.49 19.21 -26.78 0.0003
C -13.79 18.24 -26.09 0.0013
H -14.09 19.48 -22.92 0.0001
H -15.46 21.12 -24.10 0.0000
H -15.68 20.99 -26.59 0.0000
H -14.54 19.08 -27.85 0.0000
H -13.37 17.39 -26.60 0.0000
F -8.04 10.75 -17.38 0.0000
C -9.14 11.52 -17.58 0.0000
C -9.89 11.30 -18.71 0.0000
C -11.13 11.93 -18.81 0.0000
C -11.52 12.87 -17.84 0.0000
C -10.73 13.07 -16.71 0.0000
C -9.53 12.40 -16.61 0.0000
H -9.50 10.60 -19.43 0.0000
H -11.73 11.78 -19.69 0.0000
H -12.44 13.43 -17.94 0.0000
H -10.91 13.83 -15.97 0.0000
H -8.81 12.70 -15.87 0.0000
F -10.37 14.85 -22.32 0.0368
C -9.18 14.12 -22.27 0.0071
C -8.83 13.44 -21.12 0.0013
C -7.55 12.84 -21.12 0.0003
C -6.72 12.82 -22.27 0.0002
C -7.13 13.39 -23.44 0.0002
C -8.42 14.04 -23.46 0.0010
H -9.43 13.43 -20.22 0.0001
H -7.19 12.35 -20.23 0.0001
H -5.76 12.37 -22.08 0.0000
H -6.45 13.46 -24.28 0.0000
H -8.86 14.40 -24.38 0.0001
F -9.68 20.60 -19.36 0.0000
C -8.65 20.71 -18.48 0.0000
C -8.26 21.97 -18.08 0.0000
C -7.31 22.12 -17.08 0.0000
C -6.62 20.98 -16.56 0.0000
C -6.99 19.70 -17.04 0.0000
C -8.05 19.57 -17.92 0.0000
H -8.71 22.82 -18.58 0.0000
H -7.00 23.11 -16.80 0.0000
H -5.78 21.01 -15.88 0.0000
H -6.46 18.84 -16.68 0.0000
H -8.35 18.61 -18.31 0.0000
F -10.38 17.76 -23.48 0.0107
C -9.15 18.19 -23.20 0.0008
C -8.82 18.83 -21.96 0.0002
C -7.50 19.24 -21.59 0.0000
C -6.50 18.91 -22.52 0.0001
C -6.77 18.31 -23.77 0.0000
C -8.11 18.00 -24.09 0.0002
H -9.67 19.09 -21.35 0.0000
H -7.35 19.72 -20.63 0.0000
H -5.51 19.18 -22.17 0.0000
H -6.02 18.22 -24.54 0.0000
H -8.37 17.65 -25.08 0.0000
F -9.14 15.50 -16.10 0.0000
C -8.33 15.85 -17.14 0.0000
C -8.95 16.16 -18.33 0.0000
C -8.15 16.47 -19.45 0.0000
C -6.75 16.47 -19.32 0.0000
C -6.10 16.15 -18.07 0.0000
C -6.93 15.85 -16.98 0.0000
H -10.02 16.00 -18.33 0.0000
H -8.68 16.64 -20.37 0.0000
H -6.21 16.72 -20.22 0.0000
H -5.03 16.15 -17.89 0.0000
H -6.43 15.50 -16.09 0.0000
F -17.25 20.09 -20.06 0.0000
C -17.21 18.99 -20.87 0.0000
C -16.40 17.87 -20.61 0.0001
C -16.31 16.88 -21.59 0.0003
C -16.94 17.00 -22.85 0.0001
C -17.77 18.08 -23.09 0.0000
C -17.85 19.09 -22.12 0.0001
H -15.94 17.87 -19.63 0.0000
H -15.61 16.07 -21.48 0.0002
H -16.74 16.25 -23.61 0.0000
H -18.27 18.24 -24.03 0.0000
H -18.38 19.96 -22.46 0.0000
F -14.95 18.13 -15.44 0.0000
C -13.98 18.36 -16.44 0.0000
C -14.43 18.63 -17.70 0.0000
C -13.49 19.06 -18.62 0.0001
C -12.14 19.08 -18.29 0.0002
C -11.74 18.84 -16.95 0.0000
C -12.67 18.51 -16.00 0.0000
H -15.48 18.83 -17.83 0.0000
H -13.71 19.36 -19.63 0.0000
H -11.41 19.34 -19.05 0.0001
H -10.71 18.95 -16.65 0.0000
H -12.34 18.40 -14.98 0.0000
F -17.85 15.61 -15.88 0.0000
C -17.11 14.77 -16.59 0.0000
C -16.98 13.44 -16.19 0.0000
C -16.17 12.60 -16.91 0.0000
C -15.59 13.12 -18.06 0.0000
C -15.79 14.39 -18.48 0.0000
C -16.46 15.27 -17.71 0.0000
H -17.44 13.05 -15.29 0.0000
H -16.04 11.56 -16.66 0.0000
H -15.19 12.47 -18.82 0.0000
H -15.34 14.67 -19.42 0.0000
H -16.60 16.29 -18.03 0.0000
F -11.83 13.01 -22.84 0.0120
C -12.31 11.92 -22.22 0.0009
C -13.69 11.84 -21.96 0.0000
C -14.24 10.71 -21.37 0.0000
C -13.44 9.58 -21.18 0.0000
C -12.06 9.65 -21.37 0.0001
C -11.50 10.83 -21.92 0.0003
H -14.23 12.76 -22.11 0.0000
H -15.31 10.68 -21.19 0.0000
H -13.76 8.69 -20.66 0.0000
H -11.47 8.83 -21.00 0.0000
H -10.43 10.88 -22.03 0.0000
F -12.60 14.26 -14.44 0.0000
C -13.19 13.16 -13.98 0.0000
C -13.73 12.19 -14.86 0.0000
C -14.49 11.15 -14.39 0.0000
C -14.78 11.08 -12.99 0.0000
C -14.20 12.01 -12.13 0.0000
C -13.51 13.10 -12.60 0.0000
H -13.59 12.31 -15.93 0.0000
H -14.85 10.35 -15.01 0.0000
H -15.43 10.28 -12.66 0.0000
H -14.24 11.85 -11.06 0.0000
H -13.20 13.87 -11.91 0.0000
F -17.87 9.28 -23.54 0.0000
C -17.73 10.46 -22.90 0.0000
C -17.30 11.63 -23.53 0.0000
C -17.24 12.86 -22.93 0.0000
C -17.59 12.91 -21.56 0.0000
C -17.88 11.72 -20.84 0.0000
C -18.02 10.53 -21.52 0.0000
H -17.00 11.65 -24.57 0.0000
H -16.92 13.72 -23.49 0.0000
H -17.59 13.84 -21.02 0.0000
H -18.17 11.77 -19.80 0.0000
H -18.27 9.60 -21.02 0.0000
```

Output
charge	-1
total energy	-6480.71482	hartree
highest occupied orbital energy (spin up / spin down)	-4.3 / -4.3	eV
spin multiplicity	5
⟨S²⟩	6.010

Formula: C58H60FN3O29P2S2
Source: the Open Molecules 2025 dataset
Level of theory: ωB97M-V with the def2-TZVPD basis set

```
155
Properties=species:S:1:pos:R:3:lowdin_charge:R:1
C -6.55 8.05 -3.45 -0.1173
O -5.15 8.31 -3.78 -0.2333
C -5.04 8.78 -5.16 -0.2385
C -3.81 8.08 -5.95 -0.2199
C -4.18 6.52 -6.10 -0.2668
P -2.67 5.35 -5.82 0.7167
F -3.71 4.49 -4.67 -0.3971
C -1.53 5.82 -4.35 -0.3174
C -0.07 5.18 -4.43 -0.2736
C 0.00 3.59 -4.18 -0.4667
S -1.38 2.91 -3.15 0.8092
C -0.63 1.50 -2.22 -0.9291
S 0.35 1.89 -0.90 0.7378
N -0.83 0.07 -2.50 -0.1915
C 0.38 -0.75 -2.53 -0.0343
C -0.22 -2.14 -2.81 -0.0693
N -1.68 -2.01 -2.90 -0.0223
C -2.08 -0.64 -2.71 -0.0405
C -2.45 3.72 -6.74 -0.2884
C -3.73 3.23 -7.57 -0.2019
C -3.67 3.51 -9.15 -0.3946
C -4.77 2.50 -9.82 -0.1140
C -2.27 3.17 -9.85 -0.1014
P -1.42 6.48 -7.25 0.5871
N -2.12 6.73 -8.68 -0.3461
H -7.10 9.03 -3.21 0.0971
H -6.62 7.39 -2.51 0.1010
H -7.09 7.49 -4.29 0.0895
H -6.00 8.60 -5.77 0.1258
H -4.86 9.91 -5.13 0.1297
H -2.86 8.30 -5.35 0.0827
H -3.78 8.51 -7.02 0.1186
H -5.00 6.28 -5.33 0.0932
H -4.65 6.37 -7.12 0.0904
H -2.05 5.68 -3.33 0.0928
H -1.39 6.97 -4.44 0.0742
H 0.48 5.39 -5.41 0.0829
H 0.56 5.68 -3.60 0.1224
H 0.97 3.39 -3.59 0.0806
H 0.10 2.99 -5.15 0.0846
H 1.46 -0.43 -2.39 0.1109
H 0.37 -3.11 -2.89 0.0997
H -3.11 -0.16 -2.71 0.1442
H -2.27 2.91 -5.92 0.0733
H -1.48 3.78 -7.32 0.0563
H -4.63 3.84 -7.17 0.1084
H -4.02 2.13 -7.39 0.1228
H -4.01 4.55 -9.47 0.1138
H -5.71 2.44 -9.18 0.0759
H -4.30 1.45 -9.99 0.0795
H -4.95 2.91 -10.88 0.0844
H -2.45 2.53 -10.78 0.0706
H -1.56 2.60 -9.15 0.0781
H -1.81 4.18 -10.17 0.0776
H -1.09 7.79 -6.71 -0.0105
H -0.19 5.75 -7.48 -0.0154
H -3.06 6.31 -8.65 -0.0805
C -0.27 3.74 4.44 0.0847
C 0.22 3.63 3.21 -0.2146
C 1.10 2.50 2.81 -0.3093
O 1.52 2.43 1.67 0.0055
C 1.44 1.51 3.83 0.0800
C 0.96 1.61 5.08 -0.1907
C 0.05 2.73 5.46 -0.2714
O -0.39 2.79 6.60 0.0874
O 1.27 0.70 6.03 0.0606
O -0.07 4.56 2.25 0.0965
H -0.92 4.55 4.74 0.1385
H 2.10 0.70 3.54 0.1356
H 0.79 0.99 6.84 0.0988
H 0.40 4.26 1.45 0.1060
C 3.69 -1.68 7.40 0.0822
C 4.03 -0.92 6.35 -0.1918
C 5.24 -1.23 5.53 -0.3014
O 5.50 -0.53 4.57 0.1101
C 6.07 -2.37 5.92 0.0756
C 5.74 -3.12 6.97 -0.2171
C 4.51 -2.83 7.78 -0.3154
O 4.23 -3.56 8.72 0.1074
O 6.50 -4.18 7.36 0.0959
O 3.28 0.15 5.98 0.0551
H 2.82 -1.47 8.00 0.1340
H 6.95 -2.56 5.33 0.1199
H 6.05 -4.56 8.13 0.1165
H 3.73 0.53 5.20 0.1154
C -2.04 -6.99 0.59 0.0633
C -0.97 -6.81 -0.18 -0.2205
C -0.80 -5.58 -1.00 -0.2994
O 0.20 -5.44 -1.68 0.0945
C -1.87 -4.57 -0.96 0.0774
C -2.94 -4.76 -0.19 -0.2152
C -3.10 -5.98 0.65 -0.3075
O -4.09 -6.10 1.36 0.1084
O -3.95 -3.83 -0.14 0.0919
O 0.02 -7.75 -0.25 0.0910
H -2.18 -7.88 1.19 0.1157
H -1.74 -3.69 -1.57 0.0803
H -4.60 -4.20 0.48 0.1134
H 0.68 -7.38 -0.87 0.1131
C -2.63 2.15 10.83 0.0778
C -2.14 2.05 9.59 -0.2103
C -1.25 0.92 9.19 -0.2808
O -0.84 0.84 8.05 0.0850
C -0.91 -0.08 10.22 0.0809
C -1.40 0.03 11.46 -0.2203
C -2.31 1.15 11.84 -0.3142
O -2.75 1.20 12.98 0.1110
O -1.09 -0.88 12.42 0.0976
O -2.43 2.98 8.64 0.0997
H -3.27 2.97 11.12 0.1375
H -0.25 -0.88 9.93 0.1351
H -1.56 -0.59 13.22 0.1174
H -1.96 2.68 7.83 0.0819
C 0.72 -8.58 6.20 0.0786
C 0.06 -8.88 5.08 -0.2184
C -0.31 -7.83 4.09 -0.2925
O -0.90 -8.15 3.07 0.1040
C 0.04 -6.44 4.39 0.0840
C 0.69 -6.14 5.51 -0.2196
C 1.10 -7.19 6.49 -0.3120
O 1.71 -6.88 7.49 0.1147
O 1.02 -4.85 5.81 0.0942
O -0.29 -10.17 4.79 0.0974
H 1.01 -9.33 6.92 0.1378
H -0.26 -5.69 3.67 0.1373
H 1.49 -4.89 6.67 0.1123
H -0.75 -10.12 3.93 0.1169
C -2.21 -4.70 -7.19 0.0737
C -2.53 -3.87 -6.20 -0.2189
C -3.16 -2.54 -6.46 -0.3079
O -3.47 -1.82 -5.53 0.1016
C -3.38 -2.15 -7.86 0.0756
C -3.05 -2.97 -8.85 -0.2236
C -2.45 -4.31 -8.59 -0.3177
O -2.17 -5.05 -9.52 0.1043
O -3.24 -2.62 -10.15 0.0899
O -2.31 -4.21 -4.90 0.0791
H -1.75 -5.66 -7.02 0.1358
H -3.82 -1.18 -8.04 0.1289
H -2.92 -3.39 -10.68 0.1152
H -2.64 -3.45 -4.37 0.0766
C 11.80 -1.94 3.09 0.0778
C 10.69 -1.52 3.70 -0.2196
C 10.30 -2.01 5.05 -0.3062
O 9.29 -1.59 5.58 0.1002
C 11.16 -3.01 5.69 0.0795
C 12.27 -3.44 5.08 -0.2213
C 12.68 -2.92 3.75 -0.3129
O 13.71 -3.32 3.23 0.1126
O 13.08 -4.36 5.66 0.0966
O 9.86 -0.61 3.10 0.0979
H 12.10 -1.59 2.11 0.1378
H 10.86 -3.38 6.66 0.1381
H 13.82 -4.50 5.03 0.1171
H 9.14 -0.47 3.74 0.1155
```

Output
charge	0
SMILES	COCCCP(F)(CCCSC(=S)n1ccnc1)(CCC(C)C)[PH2]=N.O=C1C=C(O)C(=O)C=C1O.O=C1C=C(O)C(=O)C=C1O.O=C1C=C(O)C(=O)C=C1O.O=C1C=C(O)C(=O)C=C1O.O=C1C=C(O)C(=O)C=C1O.O=C1C=C(O)C(=O)C=C1O.O=C1C=C(O)C(=O)C=C1O
total energy	-6170.95207	hartree
highest occupied orbital energy	-8.4	eV

Number 1: largest force on an atom 7.514 eV/Å. Number 2: largest force on an atom 6.138 eV/Å.